109
Properties=species:S:1:pos:R:3:lowdin_charge:R:1 method="wB97M-V/def2-TZVPD" orbital_gap_ev=7.30 e_lumo_ev=1.59 charge=-1
Cd 0.962 0.324 -0.078 1.333
C 4.466 2.895 3.183 -0.019
C 3.409 2.889 2.137 -0.260
C 2.583 3.933 1.778 0.026
C 1.746 3.420 0.779 -0.251
N 2.071 2.153 0.552 0.036
N 3.076 1.826 1.378 0.022
B 3.742 0.440 1.391 -0.521
N 2.837 -0.617 2.059 0.022
N 1.786 -1.173 1.435 0.047
C 1.290 -2.115 2.230 -0.248
C 2.042 -2.161 3.410 0.026
C 3.017 -1.196 3.262 -0.259
C 4.074 -0.828 4.243 -0.018
C 0.140 -3.026 1.894 -0.540
C -0.382 -2.786 0.478 -0.065
C 0.613 -4.485 2.009 -0.048
C -0.984 -2.769 2.903 -0.023
N 4.085 -0.007 -0.045 0.011
N 3.183 -0.166 -1.028 0.066
C 3.833 -0.577 -2.110 -0.256
C 5.201 -0.681 -1.817 0.011
C 5.320 -0.315 -0.494 -0.273
C 6.565 -0.266 0.324 -0.031
C 3.233 -0.888 -3.457 -0.551
C 3.835 0.076 -4.490 -0.048
C 1.717 -0.742 -3.479 -0.083
C 3.585 -2.336 -3.832 -0.049
C 0.669 4.190 0.065 -0.545
C 1.316 5.405 -0.616 -0.049
C -0.055 3.350 -0.986 -0.077
C -0.351 4.652 1.113 -0.033
H 4.616 3.912 3.536 0.079
H 4.168 2.276 4.027 0.070
H 5.406 2.507 2.796 0.073
H 2.592 4.923 2.189 0.107
H 4.747 0.511 2.008 0.100
H 1.905 -2.803 4.259 0.108
H 4.066 -1.538 5.068 0.079
H 5.060 -0.833 3.784 0.072
H 3.893 0.170 4.639 0.071
H 0.421 -2.907 -0.250 0.079
H -1.174 -3.498 0.246 0.086
H -0.790 -1.781 0.383 0.030
H 1.412 -4.683 1.297 0.087
H 0.982 -4.700 3.010 0.072
H -0.215 -5.158 1.797 0.080
H -1.280 -1.725 2.866 0.068
H -1.847 -3.391 2.678 0.087
H -0.654 -2.983 3.916 0.083
H 5.996 -0.983 -2.470 0.103
H 7.414 -0.576 -0.282 0.076
H 6.748 0.743 0.689 0.078
H 6.490 -0.934 1.181 0.077
H 3.568 1.101 -4.238 0.087
H 4.919 -0.001 -4.513 0.072
H 3.448 -0.147 -5.483 0.079
H 1.424 0.275 -3.230 0.059
H 1.334 -0.977 -4.471 0.088
H 1.252 -1.415 -2.762 0.058
H 4.661 -2.484 -3.878 0.071
H 3.175 -3.023 -3.096 0.087
H 3.160 -2.580 -4.804 0.079
H 2.047 5.076 -1.353 0.086
H 0.557 5.999 -1.122 0.079
H 1.824 6.038 0.108 0.072
H 0.651 2.948 -1.715 0.074
H -0.581 2.527 -0.506 0.032
H -0.784 3.968 -1.510 0.085
H 0.111 5.322 1.834 0.077
H -1.178 5.170 0.631 0.083
H -0.739 3.788 1.648 0.080
O -0.737 1.137 3.737 0.013
C -1.209 0.943 2.623 -0.686
O -0.689 1.058 1.498 -0.134
C -2.706 0.475 2.592 -0.090
C -3.456 0.523 3.759 0.079
C -4.773 0.073 3.749 -0.130
C -5.335 -0.469 2.601 0.082
C -4.567 -0.518 1.447 -0.119
C -3.264 -0.030 1.424 0.080
N -5.142 -1.101 0.258 -0.345
O -4.404 -1.349 -0.669 0.101
O -6.339 -1.320 0.260 0.071
N -5.569 0.131 4.945 -0.364
O -6.664 -0.400 4.926 0.067
O -5.109 0.696 5.915 0.081
H -2.994 0.894 4.665 0.130
H -6.343 -0.858 2.609 0.126
H -2.681 -0.047 0.511 0.111
C -8.694 -1.354 -3.793 -0.078
C -7.414 -0.630 -4.080 -0.741
O -7.042 0.379 -3.557 0.040
S -6.406 -1.491 -5.292 0.981
C -4.817 -1.109 -4.573 -0.535
C -4.360 0.195 -4.498 -0.098
C -3.238 0.462 -3.741 -0.020
C -2.568 -0.562 -3.068 -0.267
C -3.011 -1.879 -3.216 -0.049
C -4.138 -2.150 -3.957 -0.110
C -1.472 -0.268 -2.222 -0.175
C -0.535 -0.014 -1.495 -0.161
H -9.513 -0.654 -3.649 0.083
H -8.533 -1.879 -2.850 0.095
H -8.927 -2.076 -4.572 0.058
H -4.901 0.993 -4.988 0.107
H -2.876 1.476 -3.642 0.115
H -2.485 -2.673 -2.710 0.115
H -4.517 -3.158 -4.044 0.099



105
Properties=species:S:1:pos:R:3:lowdin_charge:R:1 method="wB97M-V/def2-TZVPD" orbital_gap_ev=8.12 multiplicity=6 e_lumo_ev=-2.02 charge=+1
Dy -0.186 -0.575 -0.408 1.591
C 1.284 0.879 2.471 -0.118
N 1.486 1.160 1.048 -0.093
C 2.886 0.964 0.638 -0.102
C 2.950 0.791 -0.842 -0.316
N 2.061 0.099 -1.487 0.064
C 2.435 0.158 -2.830 -0.232
C 1.837 -0.399 -3.959 -0.025
C 2.444 -0.173 -5.175 -0.061
C 3.627 0.582 -5.276 -0.070
C 4.232 1.135 -4.166 -0.007
C 3.601 0.906 -2.947 -0.174
N 3.909 1.309 -1.650 0.188
C 1.338 -0.609 2.633 -0.329
N 1.027 -1.432 1.665 0.063
C 1.284 -2.718 2.171 -0.209
C 1.161 -3.975 1.581 -0.024
C 1.499 -5.072 2.343 -0.067
C 1.956 -4.941 3.667 -0.073
C 2.086 -3.704 4.262 -0.011
C 1.738 -2.608 3.480 -0.179
N 1.770 -1.240 3.743 0.188
H 2.033 1.351 3.118 0.134
H 0.307 1.267 2.766 0.121
H 1.199 2.112 0.850 0.098
H 3.536 1.777 0.978 0.135
H 3.243 0.043 1.104 0.136
H 0.942 -1.001 -3.877 0.105
H 2.012 -0.596 -6.072 0.109
H 4.076 0.731 -6.249 0.107
H 5.144 1.710 -4.245 0.113
H 4.716 1.832 -1.358 0.168
H 0.820 -4.077 0.561 0.089
H 1.422 -6.061 1.910 0.111
H 2.222 -5.827 4.227 0.108
H 2.446 -3.597 5.276 0.114
H 2.092 -0.797 4.587 0.171
C -1.654 -3.666 -3.485 -0.070
C -2.142 -3.768 -2.039 -0.210
C -3.430 -3.029 -1.786 -0.184
C -4.626 -3.733 -1.715 -0.046
C -5.832 -3.090 -1.481 -0.068
C -5.849 -1.718 -1.312 -0.038
C -4.678 -0.966 -1.397 -0.179
C -4.773 0.539 -1.245 -0.214
C -5.285 1.247 -2.500 -0.070
C -3.471 -1.635 -1.649 -0.206
N -2.272 -0.851 -1.716 -0.039
C -2.155 -0.076 -2.749 -0.113
C -1.233 0.998 -2.816 -0.353
C -1.026 1.872 -3.883 -0.029
C -0.101 2.817 -3.437 -0.064
C 0.198 2.464 -2.120 -0.195
N -0.481 1.375 -1.719 -0.114
H -0.703 -4.184 -3.610 0.077
H -1.506 -2.625 -3.774 0.058
H -2.384 -4.101 -4.170 0.082
H -1.347 -3.401 -1.388 0.047
H -2.295 -4.816 -1.771 0.114
H -4.600 -4.809 -1.843 0.120
H -6.751 -3.659 -1.427 0.110
H -6.786 -1.208 -1.115 0.120
H -3.807 0.960 -0.952 0.087
H -5.472 0.750 -0.429 0.107
H -4.615 1.093 -3.346 0.064
H -5.374 2.320 -2.333 0.080
H -6.267 0.867 -2.789 0.079
H -2.800 -0.217 -3.619 0.147
H -1.495 1.813 -4.853 0.113
H 0.302 3.654 -3.983 0.099
H 0.906 2.956 -1.463 0.102
S 3.150 -3.427 -2.209 0.629
C 1.743 -2.861 -1.700 -0.983
N 0.706 -2.435 -1.316 -0.132
N -3.916 0.697 2.252 0.129
C -3.097 1.812 2.155 -0.378
C -3.221 2.874 3.059 -0.013
C -2.367 3.944 2.942 -0.057
C -1.428 3.957 1.911 -0.063
C -1.383 2.863 1.077 -0.167
N -2.160 1.776 1.207 0.109
H -4.131 0.276 1.360 0.063
H -4.739 0.814 2.824 0.108
H -3.987 2.848 3.823 0.115
H -2.443 4.776 3.631 0.116
H -0.778 4.804 1.743 0.107
H -0.716 2.848 0.224 0.064
C -2.873 -2.530 3.941 -0.038
C -2.871 -3.301 2.626 -0.617
C -4.247 -3.221 1.963 -0.030
C -2.485 -4.754 2.875 -0.033
N -1.780 -2.766 1.778 -0.038
N -2.028 -1.486 1.176 -0.048
H -3.647 -2.920 4.604 0.092
H -3.094 -1.470 3.786 0.058
H -1.907 -2.621 4.441 0.084
H -4.975 -3.796 2.537 0.095
H -4.228 -3.627 0.949 0.073
H -4.619 -2.194 1.915 0.069
H -3.174 -5.214 3.585 0.092
H -1.472 -4.821 3.279 0.079
H -2.526 -5.337 1.950 0.090
H -1.608 -3.411 1.012 0.097
H -2.185 -0.820 1.930 0.048
H -2.901 -1.501 0.642 0.047



107
Properties=species:S:1:pos:R:3:lowdin_charge:R:1 method="wB97M-V/def2-TZVPD" orbital_gap_ev="4.83 / 3.22" multiplicity=2 e_lumo_ev="-11.40 / -13.01" charge=+4
Ta 1.072 -0.028 -0.313 1.574
C -2.240 6.580 -0.666 -0.029
C -2.702 5.838 0.578 -0.257
C -2.576 6.690 1.826 -0.128
C -3.067 5.933 3.044 -0.101
C -2.310 4.648 3.191 -0.102
C -2.141 4.058 4.417 0.112
C -1.431 2.857 4.556 -0.234
F -1.327 2.330 5.765 0.137
C -0.852 2.228 3.495 0.073
C -1.006 2.808 2.223 -0.043
C -0.471 2.205 1.068 -0.199
O 0.318 1.115 1.127 -0.263
C -0.742 2.735 -0.179 -0.010
C -1.454 3.917 -0.291 0.080
N -1.921 4.539 0.781 0.084
C -1.743 4.011 2.055 -0.022
C -0.024 1.913 -1.184 -0.508
O 1.175 2.110 -1.413 0.036
O -0.458 0.672 -1.371 -0.133
H -2.678 7.577 -0.636 0.108
H -2.577 6.127 -1.597 0.088
H -1.156 6.699 -0.686 0.107
H -3.741 5.518 0.460 0.171
H -3.168 7.591 1.674 0.143
H -1.536 7.004 1.952 0.145
H -4.134 5.710 2.942 0.148
H -2.959 6.528 3.950 0.141
H -2.558 4.515 5.307 0.158
H -0.320 1.298 3.623 0.118
H -1.654 4.371 -1.248 0.149
C 0.195 -2.045 2.736 -0.215
Ge -0.467 -1.927 0.877 0.870
C -0.321 -3.724 0.147 -0.345
C 0.733 -4.184 -0.640 -0.156
C 0.814 -5.524 -1.003 -0.092
C -0.163 -6.418 -0.585 -0.065
C -1.224 -5.970 0.192 -0.049
C -1.301 -4.632 0.555 -0.091
C -2.280 -1.235 0.961 -0.271
C -2.734 -0.797 2.183 -0.108
C -4.070 -0.377 2.368 -0.052
C -4.941 -0.415 1.320 0.000
C -4.519 -0.855 0.040 -0.150
C -5.425 -0.908 -1.049 -0.004
C -5.011 -1.314 -2.283 -0.049
C -3.664 -1.684 -2.483 -0.068
C -2.772 -1.655 -1.448 -0.071
C -3.173 -1.251 -0.153 -0.184
H -0.486 -2.755 3.211 0.055
H 0.148 -1.113 3.298 0.000
H 1.193 -2.480 2.799 0.015
H 1.514 -3.509 -0.974 0.036
H 1.657 -5.877 -1.586 0.106
H -0.092 -7.465 -0.847 0.117
H -1.984 -6.664 0.525 0.122
H -2.142 -4.301 1.156 0.114
H -2.083 -0.795 3.049 0.086
H -4.400 -0.057 3.347 0.116
H -5.974 -0.117 1.453 0.129
H -6.458 -0.630 -0.881 0.128
H -5.710 -1.356 -3.108 0.118
H -3.352 -1.997 -3.472 0.092
H -1.737 -1.940 -1.601 0.052
C 3.714 -1.139 1.281 -0.157
N 2.955 0.195 1.153 -0.174
C 3.948 1.221 0.686 -0.131
N 5.055 1.242 1.626 0.047
C 5.789 -0.036 1.652 -0.056
N 4.850 -1.040 2.158 -0.052
C 4.451 -0.603 3.490 -0.074
N 3.804 0.712 3.366 0.027
C 2.606 0.639 2.557 -0.123
C 4.731 1.768 2.945 -0.048
H 4.046 -1.423 0.287 0.084
H 3.015 -1.889 1.654 0.126
H 3.477 2.204 0.639 0.152
H 4.312 0.953 -0.308 0.048
H 6.655 0.051 2.305 0.159
H 6.110 -0.278 0.640 0.161
H 5.315 -0.529 4.147 0.158
H 3.736 -1.305 3.919 0.158
H 2.130 1.614 2.513 0.132
H 1.923 -0.084 2.998 0.111
H 5.608 1.807 3.586 0.162
H 4.249 2.741 2.886 0.158
N -0.333 -5.325 -5.433 0.203
C -0.412 -3.848 -5.771 -0.112
C 0.379 -2.971 -4.790 -0.252
N -0.318 -2.523 -3.594 0.022
H -0.896 -5.883 -6.081 0.182
H -0.673 -5.524 -4.488 0.167
H 0.628 -5.670 -5.495 0.175
H -1.472 -3.598 -5.766 0.135
H -0.041 -3.758 -6.790 0.138
H 0.699 -2.096 -5.354 0.122
H 1.298 -3.486 -4.489 0.119
H -0.671 -3.293 -3.035 0.060
H -1.096 -1.918 -3.829 0.064
C 4.211 -0.244 -5.308 -0.005
O 3.455 -0.722 -4.147 -0.213
C 3.479 -0.007 -3.059 -1.159
S 4.201 1.398 -2.766 0.842
S 2.563 -1.027 -1.817 0.616
H 3.826 -0.819 -6.142 0.103
H 5.263 -0.454 -5.136 0.112
H 4.041 0.820 -5.444 0.083



101
Properties=species:S:1:pos:R:3:lowdin_charge:R:1 method="wB97M-V/def2-TZVPD" orbital_gap_ev=6.43 e_lumo_ev=0.55
N -0.043 2.281 2.465 -0.100
C -0.491 3.611 2.283 -0.069
C 0.528 4.443 2.787 -0.085
C 1.544 3.611 3.274 -0.102
C 1.299 2.263 2.975 -0.060
H -0.582 1.450 2.271 -0.086
H -1.419 3.874 1.797 0.143
H 0.494 5.522 2.769 0.111
H 2.442 3.914 3.794 0.112
H 1.706 1.282 3.170 0.111
N 1.950 3.544 0.621 -0.018
C 0.818 2.804 0.300 -0.119
C 1.084 2.259 -1.022 -0.065
C 2.309 2.725 -1.435 -0.157
C 2.805 3.606 -0.510 -0.093
H 1.982 4.093 1.469 0.097
H -0.025 2.807 0.976 0.054
H 0.474 1.577 -1.595 0.067
H 2.748 2.511 -2.398 0.104
H 3.735 4.140 -0.381 0.112
N -3.483 -3.870 -2.156 0.051
C -2.185 -3.435 -2.151 -0.135
C -1.774 -2.923 -0.894 -0.109
C -3.022 -2.804 -0.164 -0.105
C -4.018 -3.499 -0.956 -0.126
H -3.881 -4.482 -2.854 0.158
H -1.542 -3.640 -2.995 0.120
H -0.841 -2.456 -0.612 0.064
H -3.203 -2.290 0.768 -0.001
H -5.068 -3.692 -0.793 0.110
N 1.897 -1.036 1.343 0.010
C 2.206 -2.068 0.551 -0.180
C 3.528 -2.393 0.682 -0.083
C 4.047 -1.467 1.573 -0.149
C 3.016 -0.637 2.049 -0.128
H 0.948 -0.696 1.410 0.115
H 1.464 -2.518 -0.093 0.108
H 4.149 -3.122 0.183 0.127
H 5.099 -1.340 1.786 0.108
H 2.868 0.228 2.678 0.121
N 0.269 0.810 1.060 -0.050
C 0.527 0.020 0.022 -0.166
C -0.651 -0.627 -0.382 -0.149
C -1.670 -0.221 0.492 -0.091
C -1.035 0.689 1.376 -0.051
H 1.013 1.363 1.460 0.066
H 1.532 -0.063 -0.366 0.107
H -0.675 -1.282 -1.240 0.086
H -2.701 -0.544 0.485 0.023
H -1.371 1.227 2.250 0.163
N -2.987 -2.153 3.291 0.072
C -2.040 -3.082 3.658 -0.147
C -1.091 -3.266 2.693 -0.036
C -1.537 -2.506 1.567 -0.103
C -2.740 -1.851 1.959 -0.203
H -3.639 -1.754 3.950 0.152
H -2.094 -3.529 4.640 0.101
H -0.246 -3.939 2.730 0.101
H -1.184 -2.525 0.546 0.023
H -3.383 -1.129 1.478 0.117
N 3.617 0.445 0.619 -0.078
C 5.030 0.358 0.529 -0.098
C 5.432 1.720 0.577 -0.039
C 4.292 2.487 0.713 -0.146
C 3.148 1.707 0.830 -0.134
H 3.025 -0.374 0.645 0.009
H 5.513 -0.599 0.403 0.102
H 6.438 2.098 0.469 0.092
H 4.271 3.546 0.924 0.094
H 2.106 1.847 1.079 0.064
N 3.323 0.535 -1.945 0.081
C 3.416 -0.714 -1.434 -0.098
C 2.140 -1.335 -1.671 -0.118
C 1.338 -0.430 -2.280 -0.150
C 2.034 0.748 -2.441 -0.182
H 4.102 1.178 -1.983 0.157
H 4.282 -1.158 -0.965 0.097
H 1.824 -2.351 -1.485 0.104
H 0.435 -0.591 -2.849 0.082
H 1.746 1.713 -2.831 0.070
N -0.645 0.725 -4.838 0.088
C -0.562 1.139 -3.457 -0.105
C -1.101 0.207 -2.676 -0.238
C -1.466 -0.840 -3.399 -0.132
C -1.230 -0.544 -4.729 -0.079
H -0.345 1.187 -5.684 0.141
H 0.091 1.967 -3.224 0.101
H -1.081 0.230 -1.596 0.061
H -2.005 -1.680 -2.988 0.065
H -1.247 -1.215 -5.575 0.104
N -4.758 1.231 0.471 0.072
C -5.980 0.762 0.429 -0.160
C -6.359 -0.482 -0.228 -0.012
C -5.302 -1.189 -0.875 -0.050
C -4.034 -0.652 -0.815 -0.114
C -3.789 0.610 -0.256 -0.136
H -6.749 1.212 1.039 0.091
H -7.362 -0.863 -0.101 0.086
H -5.379 -2.210 -1.218 0.060
H -3.266 -1.227 -1.311 0.093
H -2.808 0.990 -0.504 0.109